A structure of composition C7H12ClI2NOPRhS in a non-equilibrium geometry. Source: the OMol25 dataset; level of theory: ωB97M-V with the def2-TZVPD basis set.

```
! wB97M-V def2-TZVPD RIJCOSX def2/J DEFGRID3
* xyz 2 5
I -1.31093 -1.92041 -1.40754
I 0.40992 2.71047 -0.15923
Rh -0.49358 0.29876 -0.29779
P 1.66841 -0.58089 -0.29024
C 2.56141 -0.36423 -1.86932
C 2.75422 0.24449 0.90485
H 1.36098 -2.54284 1.07232
H 2.80645 -2.69534 0.00783
H 1.14462 -2.92834 -0.65656
C 1.75610 -2.37309 0.06661
H 2.38453 0.02544 1.91230
H 3.78090 -0.10896 0.77156
H 3.59051 -0.73349 -1.72443
H 2.58139 0.69765 -2.13731
H 2.70345 1.32614 0.74810
H 2.06615 -0.94192 -2.66056
C -0.58902 0.81396 -2.09478
O -0.62065 1.06650 -3.23774
Cl -0.17403 -0.41360 2.00372
S -4.60513 0.19791 1.98485
C -4.26279 1.83463 1.54160
C -3.16158 1.89974 0.70691
N -2.54051 0.68048 0.52843
C -3.23224 -0.31250 1.09708
H -4.86000 2.67844 1.85436
H -2.76309 2.80328 0.25200
H -2.95549 -1.36229 1.08297
*
```

For the energy above the lowest of the compared OMol25 structures with the same formula, charge and spin, the calculation gives 0.0 kJ/mol. The value obtained for the LUMO energy (spin up / spin down) is -8.259 / -11.271 eV. For the HOMO-LUMO gap (spin up / spin down), the calculation gives 6.845 / 4.840 eV. The expectation value of S² is 6.03.